4 unconnected molecules or ions with the total composition H8O4, computed with wB97M-V/def2-TZVPD.

Geometry (Å):
O 0.04 -2.02 -1.44
H 0.38 -2.40 -0.65
H -0.42 -1.23 -1.07
O -0.64 2.57 -0.84
H -1.53 2.76 -1.24
H -0.81 1.84 -0.27
O 1.50 -0.16 1.25
H 2.03 0.42 0.66
H 1.99 -1.00 1.32
O -0.97 -0.13 0.36
H -0.13 -0.16 0.85
H -1.44 -0.49 1.07

The SMILES is O.O.O.O. The total charge is 0. For the LUMO energy, the calculation gives 0.21 eV. The HOMO-LUMO gap comes out at 11.14 eV.